(1)
Formula: C6H7F3N4
Source: the Open Molecules 2025 dataset
Level of theory: wB97M-V/def2-TZVPD

XYZ file:
```
20
Properties=species:S:1:pos:R:3:forces:R:3:mulliken_charge:R:1
C 1.716 -1.713 2.378 -0.54 2.24 -1.14 -0.1362
C 1.236 -0.021 1.134 -2.25 -0.23 -0.06 0.4555
C -2.890 0.726 -1.199 -1.22 -1.29 -0.41 -0.5755
C -1.873 0.922 -1.953 0.11 0.32 -0.16 -0.2465
C 0.994 0.734 -0.164 -2.39 0.11 6.04 -0.3305
C -1.236 0.290 -3.075 3.78 -1.41 -0.47 0.9357
N 1.959 -1.207 1.188 0.55 0.55 -0.39 -0.5465
N 0.513 0.157 2.291 0.49 -0.06 -1.07 -0.7404
N 0.858 -0.930 3.040 0.41 0.50 -1.20 0.1847
N 1.754 0.455 -1.157 3.73 -2.16 -4.75 -0.4195
F -0.311 -0.742 -2.741 -2.25 -0.06 0.26 -0.2563
F -2.070 -0.150 -4.006 0.11 -0.05 0.15 -0.1991
F -0.296 1.092 -3.661 -1.07 1.13 -0.45 -0.2647
H 2.250 -2.453 2.866 0.66 -1.72 0.51 0.4061
H -3.455 -0.224 -1.170 0.51 0.15 -0.07 0.2550
H -3.426 1.509 -0.746 -0.17 1.07 1.09 0.2979
H 0.203 1.508 -0.252 0.84 -0.73 0.31 0.4434
H 0.423 -1.158 3.901 -0.38 0.32 0.66 0.2049
H 1.395 0.616 -2.131 0.87 -0.39 1.60 0.2340
H 2.470 -0.340 -1.024 -1.78 1.72 -0.44 0.2980
```
Positions in Å, forces in eV/Å.

Properties
**Total charge**: 0
**Energy above the lowest of the compared OMol25 structures with the same formula, charge and spin**: 3.930 eV
**HOMO level (spin up / spin down)**: -0.3436 / -0.2069 Ha
**LUMO level (spin up / spin down)**: 0.6102 / -1.4937 eV
**HOMO-LUMO gap (spin up / spin down)**: 9.96 / 4.14 eV

=====

(2)
Formula: C30H43Cl28F2I2N2O5
Source: the Open Molecules 2025 dataset
Level of theory: wB97M-V/def2-TZVPD

XYZ file:
```
112
Properties=species:S:1:pos:R:3:forces:R:3:mulliken_charge:R:1
C 4.415 2.367 1.888 -0.81 -0.02 -0.43 -0.7801
C 3.561 1.565 0.800 -1.47 1.25 1.01 -0.2465
I 4.684 0.961 -0.935 -0.42 0.31 0.96 0.1711
C 2.696 0.369 1.445 2.07 0.21 -0.60 -0.7818
I 1.334 1.403 2.871 -0.04 0.12 0.05 0.0086
N 2.044 -0.491 0.511 -0.27 0.06 0.38 1.3586
C 1.197 0.084 -0.501 -2.27 1.16 -0.81 -1.4219
C -0.331 0.298 -0.066 -2.10 1.27 0.01 1.7509
C -1.093 1.423 -0.698 -1.26 -2.02 2.48 -0.6699
C -2.512 1.706 -0.297 0.54 -2.36 1.05 -0.2554
C -3.194 0.872 0.726 3.43 0.79 -0.46 -1.3099
C -2.422 -0.245 1.319 1.69 2.36 -0.49 -1.5268
C -1.030 -0.506 0.927 -1.37 1.27 -0.52 0.6987
C 2.217 -1.931 0.606 1.11 -1.93 0.38 1.9356
C 1.280 -2.846 -0.271 0.28 0.38 -1.24 -0.6969
C 1.418 -4.384 -0.028 -0.86 -0.47 0.44 0.3382
O 0.435 -5.009 0.251 0.55 0.26 -0.16 -0.5896
F 2.578 -5.108 -0.143 -0.91 1.58 -0.09 -0.1651
C 3.729 -2.259 0.125 3.40 -1.60 -2.93 -0.2932
O 4.711 -1.938 0.820 -1.69 0.61 1.08 -0.5949
O 3.965 -2.821 -1.047 -2.47 1.27 2.25 -0.6392
C 2.129 -2.555 2.085 0.97 0.23 0.58 -1.1564
O 2.879 -3.417 2.466 -0.36 0.60 -0.90 -0.5335
N 1.139 -2.068 3.089 0.40 -0.20 0.32 0.1188
C 1.578 -2.432 4.423 0.10 0.02 -0.63 0.4519
O 1.289 -3.456 4.941 0.03 0.58 0.56 -0.4861
F 2.355 -1.487 5.058 -1.20 -1.18 -1.23 -0.1908
H 4.662 1.692 2.742 0.16 0.75 -0.81 0.0172
H 5.317 2.850 1.423 -0.83 -0.74 0.53 0.3241
H 3.749 3.192 2.279 0.79 -0.89 -0.28 0.2892
H 2.790 2.315 0.446 1.03 -0.86 -0.07 0.4492
H 3.430 -0.148 2.127 -1.17 -0.10 -1.00 -0.2363
H 1.140 -0.462 -1.492 0.58 0.16 1.31 0.4320
H 1.516 1.123 -0.815 0.13 -1.25 0.60 0.4678
H -0.585 2.073 -1.482 -1.06 -1.14 2.63 -0.1970
H -3.046 2.578 -0.817 0.28 -2.57 1.35 0.4801
H -4.257 1.103 1.027 1.65 -0.68 -0.70 1.2715
H -2.901 -0.885 2.097 0.51 0.57 -0.78 0.3649
H -0.531 -1.366 1.423 -0.33 0.98 -0.46 -0.4559
H 1.526 -2.675 -1.364 0.15 -0.18 1.25 0.6844
H 0.182 -2.615 -0.184 1.15 -0.41 0.28 0.2745
H 0.323 -2.684 2.940 0.26 0.52 0.08 0.3467
C 5.779 -2.137 -3.669 -0.05 -0.22 0.43 -0.0498
Cl 6.208 -2.545 -5.342 0.07 -0.07 -0.18 -0.2195
Cl 4.921 -0.604 -3.567 0.05 -0.24 -0.67 -0.1256
H 5.142 -2.920 -3.264 -0.02 0.17 0.01 0.0624
H 6.690 -2.065 -3.082 -0.07 0.02 -0.12 0.2619
C -5.168 -2.103 -0.998 0.55 -0.25 -0.54 0.0247
Cl -3.786 -1.104 -0.488 -2.04 -2.16 -1.61 0.0348
Cl -6.690 -1.198 -0.880 -0.17 0.02 0.03 -0.1580
H -5.023 -2.416 -2.032 -0.31 0.27 0.47 -0.2341
H -5.228 -2.977 -0.354 -0.07 0.16 0.02 0.3241
C 6.157 -1.112 5.084 -0.22 -0.22 0.03 -0.4181
Cl 7.753 -0.509 4.612 0.13 0.01 0.07 -0.1965
Cl 4.874 -0.300 4.187 0.26 -0.09 0.30 0.0171
H 6.109 -2.178 4.879 0.04 0.13 -0.14 0.2537
H 6.014 -0.932 6.146 0.06 0.11 -0.13 0.3581
C 6.340 -5.334 -0.449 -0.32 0.27 0.09 0.1528
Cl 7.505 -4.804 -1.672 0.00 0.03 -0.05 -0.1898
Cl 6.773 -6.923 0.204 0.00 -0.09 0.05 -0.2116
H 6.326 -4.610 0.361 0.03 -0.02 -0.12 0.1349
H 5.355 -5.395 -0.905 0.12 0.04 0.01 0.1040
C 0.503 1.867 -4.818 -0.04 0.02 -0.25 -0.4495
Cl 2.233 1.579 -4.999 0.04 0.15 0.09 -0.1379
Cl -0.040 1.631 -3.146 0.60 -0.28 -2.31 0.0976
H 0.280 2.888 -5.116 0.07 -0.06 0.13 0.3032
H -0.031 1.170 -5.460 0.06 -0.02 0.13 0.2747
C 11.513 -1.620 4.034 -0.18 0.05 -0.16 0.1162
Cl 11.849 -3.333 4.306 -0.04 -0.01 -0.08 -0.1572
Cl 12.230 -0.618 5.304 -0.03 0.09 -0.04 -0.1584
H 11.931 -1.326 3.075 0.07 -0.06 0.14 0.2590
H 10.436 -1.467 4.029 0.14 -0.08 0.13 -0.0547
C 2.659 -2.176 -8.084 -0.09 -0.08 0.14 -0.1718
Cl 2.619 -2.034 -9.849 0.02 -0.11 -0.06 -0.1797
Cl 2.182 -0.664 -7.306 0.09 -0.20 -0.01 -0.0788
H 1.972 -2.960 -7.779 0.00 0.13 -0.10 0.2731
H 3.667 -2.427 -7.774 0.03 0.12 -0.04 0.1636
C -2.052 5.587 -1.600 0.04 -0.08 -0.12 -0.4508
Cl -0.668 6.450 -2.288 -0.22 0.02 -0.22 -0.1560
Cl -1.645 3.908 -1.217 0.64 3.54 -0.68 -0.0570
H -2.361 6.091 -0.688 0.21 -0.02 -0.05 0.1899
H -2.866 5.597 -2.322 0.12 -0.03 0.01 0.3959
C 0.747 8.763 0.435 -0.05 0.01 0.11 -0.2843
Cl 0.542 7.058 0.849 0.00 0.07 0.23 -0.1061
Cl 1.193 8.965 -1.264 0.16 0.30 0.06 -0.1549
H -0.188 9.285 0.619 0.04 -0.11 -0.11 0.2442
H 1.533 9.184 1.057 0.00 -0.12 -0.12 0.2946
C -5.327 -5.382 -3.233 0.05 -0.17 -0.08 -0.2444
Cl -4.462 -3.905 -3.682 0.16 -0.37 -0.43 -0.1517
Cl -6.499 -5.082 -1.944 -0.07 -0.13 -0.03 -0.1311
H -5.855 -5.758 -4.106 -0.01 0.15 0.08 0.2815
H -4.607 -6.120 -2.890 -0.03 0.17 0.06 0.2750
C -5.102 4.318 2.284 -0.03 0.04 0.30 -0.1930
Cl -4.086 5.062 1.044 -0.04 0.07 0.07 -0.0486
Cl -4.538 2.691 2.683 -0.03 0.73 0.60 -0.0660
H -5.073 4.934 3.179 0.14 -0.06 -0.09 0.3228
H -6.120 4.258 1.913 0.18 0.08 -0.10 0.0510
C -8.867 1.368 1.185 0.08 -0.19 0.03 0.4449
Cl -7.492 2.360 1.687 -0.39 -0.50 -0.04 -0.0735
Cl -10.385 2.271 1.298 -0.08 -0.02 -0.07 -0.1934
H -8.718 1.056 0.156 -0.01 0.17 0.07 0.0477
H -8.925 0.495 1.833 0.03 0.46 -0.13 -0.2931
C -10.749 -1.173 3.878 -0.05 0.02 0.19 -0.2809
Cl -12.201 -0.583 3.062 -0.03 -0.02 0.09 -0.1380
Cl -9.481 -1.589 2.716 0.00 -0.37 0.20 -0.1393
H -10.377 -0.397 4.542 -0.01 0.00 -0.17 0.2445
H -11.003 -2.060 4.452 0.02 0.03 -0.16 0.3145
C -7.841 4.018 -2.017 -0.14 0.02 -0.05 -0.4401
Cl -7.460 2.302 -1.819 0.04 0.05 -0.25 -0.0551
Cl -7.105 4.995 -0.739 -0.05 0.12 -0.19 -0.1143
H -7.460 4.354 -2.978 0.09 -0.07 0.14 0.3429
H -8.920 4.146 -1.983 0.11 -0.06 0.12 0.2903
```
Positions in Å, forces in eV/Å.

Properties
**Total charge**: -1
**HOMO level**: -0.2039 Ha
**LUMO level**: 1.4888 eV
**HOMO-LUMO gap**: 7.04 eV

=====

(3)
Formula: C21H30EuN6O3S2
Source: the Open Molecules 2025 dataset
Level of theory: wB97M-V/def2-TZVPD

XYZ file:
```
63
Properties=species:S:1:pos:R:3:forces:R:3:mulliken_charge:R:1
Eu -0.420 0.756 -1.047 -1.41 0.64 -1.29 0.5686
O 4.097 0.152 2.266 0.49 0.04 -0.12 -0.6162
C 3.080 0.188 3.110 -0.47 0.00 0.06 0.5586
C 3.374 0.108 4.479 0.10 -0.04 -0.08 -0.6969
C 2.376 0.100 5.421 0.03 -0.02 -0.33 -0.3898
C 1.034 0.184 5.027 -0.19 0.00 -0.01 -0.8372
C 0.723 0.302 3.700 0.05 0.01 0.04 -0.6455
C 1.725 0.309 2.706 0.04 0.10 0.06 0.1984
C 1.324 0.435 1.325 1.40 -0.34 -0.12 0.7101
O 0.106 0.744 1.012 -0.07 -0.09 0.26 0.1057
N 2.250 0.184 0.380 0.39 -0.07 0.81 -1.2728
N 1.757 0.169 -0.872 1.06 -0.26 -0.69 0.7207
C 2.530 0.002 -1.901 -0.23 0.00 0.89 -0.3806
C 1.919 -0.055 -3.218 -0.33 -0.01 -0.86 1.0159
C 2.689 -0.327 -4.351 -0.17 0.14 0.61 -1.0424
C 2.098 -0.337 -5.602 -0.40 0.06 0.11 -0.3230
C 0.733 -0.084 -5.688 0.26 -0.04 0.03 -0.8231
C 0.022 0.150 -4.523 -0.17 -0.08 0.18 -0.1914
N 0.574 0.168 -3.302 0.58 -0.05 -0.03 -0.0272
H 3.789 0.195 1.338 -0.15 -0.07 0.19 0.4622
H 4.412 0.035 4.762 0.13 0.00 0.03 0.4928
H 2.621 0.012 6.467 0.07 0.02 0.10 0.4305
H 0.260 0.152 5.775 -0.14 0.03 0.08 0.4491
H -0.304 0.365 3.372 -0.10 0.06 0.04 0.4099
H 3.607 -0.104 -1.806 -0.01 -0.02 0.14 0.4099
H 3.741 -0.523 -4.231 0.20 0.00 -0.02 0.4935
H 2.688 -0.544 -6.480 0.02 0.01 -0.12 0.4877
H 0.230 -0.073 -6.641 -0.09 -0.01 -0.08 0.4428
H -1.052 0.307 -4.563 0.06 0.08 -0.06 0.5190
C -0.321 4.013 -2.227 -0.27 0.24 -0.48 -0.7147
O 0.136 3.130 -1.177 0.56 0.12 0.00 -0.3269
H -0.670 4.963 -1.815 0.02 -0.20 0.06 0.3236
H -1.159 3.518 -2.727 0.13 0.12 0.04 0.3191
H 0.479 4.209 -2.946 -0.09 -0.13 0.10 0.3109
H 0.870 3.593 -0.734 -0.28 -0.41 0.07 0.2659
S -2.940 0.544 -0.179 -0.57 -0.29 -0.17 -0.4412
C -2.850 1.952 0.766 -0.57 0.43 0.74 0.4483
N -2.904 1.929 2.083 0.03 -0.18 -0.54 -0.1247
C -2.867 3.203 2.776 0.23 0.48 0.46 -0.6393
C -3.351 4.240 1.772 -0.11 0.01 -0.12 -0.5832
S -2.880 3.570 0.133 -0.11 -0.36 0.23 -0.0377
H -2.872 1.057 2.593 -0.07 -0.05 -0.11 0.2983
H -1.841 3.404 3.111 -0.15 -0.03 -0.07 0.2879
H -3.516 3.168 3.652 0.06 0.02 -0.09 0.4116
H -2.904 5.220 1.916 0.03 -0.04 0.02 0.4392
H -4.438 4.334 1.764 0.09 0.02 0.03 0.3676
N -1.416 -4.652 0.110 -0.21 -0.43 0.20 -0.0576
C -0.194 -3.968 0.614 0.57 0.58 0.44 -1.0718
C -0.366 -2.449 0.522 0.15 -0.19 0.10 -0.3417
N -0.643 -2.006 -0.854 0.30 0.18 -0.20 0.1656
C -1.862 -2.684 -1.325 0.01 -0.16 -0.12 -0.7794
C -1.738 -4.211 -1.273 -0.36 0.42 -0.72 -0.8594
H -2.210 -4.439 0.729 0.16 -0.15 -0.08 0.3972
H -1.286 -5.674 0.131 -0.09 0.25 0.06 0.3804
H 0.656 -4.293 0.009 -0.14 -0.11 -0.01 0.3987
H -0.008 -4.258 1.649 -0.10 -0.13 -0.09 0.4711
H 0.547 -1.975 0.894 -0.13 -0.13 -0.01 0.1521
H -1.198 -2.122 1.155 0.10 0.06 -0.02 0.3367
H 0.138 -2.311 -1.449 -0.22 0.20 0.17 0.3142
H -2.072 -2.390 -2.356 -0.06 -0.09 0.11 0.4258
H -2.695 -2.350 -0.698 0.02 0.01 -0.10 0.4055
H -0.937 -4.553 -1.932 -0.01 -0.07 0.13 0.3918
H -2.671 -4.673 -1.601 0.10 -0.07 0.14 0.4366
```
Positions in Å, forces in eV/Å.

Properties
**Total charge**: +3
**Multiplicity**: 7
**HOMO level (spin up / spin down)**: -0.5567 / -0.5567 Ha
**LUMO level (spin up / spin down)**: -9.4849 / -8.9180 eV
**HOMO-LUMO gap (spin up / spin down)**: 5.66 / 6.23 eV

=====

Quick rundown of electronic energy, same order as above: -751.27373, -15334.98604, -2878.35005 a.u.
Quick rundown of F_max, same order as above: 6.497, 4.766, 2.015 eV Å⁻¹